(1)
C19H26N4O3S in the gas phase. Source: the OMol25 dataset; level of theory: ωB97M-V/def2-TZVPD.

The value obtained for the HOMO-LUMO gap is 8.869 eV. As for the charge: 0. The SMILES is CCCCNC(=O)c1onc(CSc2ccncc2)c1C(=O)NCCCC. As for the energy: -1582.54827 Eh. As for the energy above the lowest of the compared OMol25 structures with the same formula, charge and spin: 55.2 kcal per mole.

Each line ends with the Mulliken charge.
CARTESIAN COORDINATES (ANGSTROEM)
C -7.413 0.036 -1.879  -1.356
C -6.492 0.134 -0.669  -0.193
C -5.594 1.368 -0.750  -0.500
C -4.734 1.563 0.499  -0.907
N -3.754 0.514 0.654  -0.160
C -2.435 0.723 0.544  0.377
O -1.931 1.823 0.369  -0.858
C -1.631 -0.519 0.654  0.422
C -0.292 -0.787 0.839  1.014
C -0.243 -2.221 0.818  -0.231
N -1.438 -2.716 0.639  -0.813
O -2.303 -1.687 0.544  -0.231
C 0.951 -3.088 0.890  -0.736
H 1.712 -2.650 1.532  0.328
H 0.676 -4.093 1.201  0.481
S 1.652 -3.257 -0.804  -0.131
C 2.708 -1.817 -0.840  0.282
C 3.771 -1.694 0.041  -0.302
C 4.530 -0.537 -0.021  -0.339
N 4.303 0.440 -0.882  -0.470
C 3.304 0.299 -1.735  -0.502
C 2.472 -0.809 -1.762  -0.280
H 1.658 -0.885 -2.465  0.434
H 3.157 1.120 -2.424  0.435
H 5.359 -0.383 0.656  0.365
H 3.993 -2.464 0.762  0.432
C 0.883 0.083 1.126  0.457
O 1.873 -0.376 1.676  -0.650
N 0.769 1.352 0.721  0.145
H -0.139 1.708 0.427  0.339
C 1.826 2.316 0.930  -0.758
C 1.728 3.434 -0.101  -0.326
C 2.884 4.429 0.013  -0.595
C 4.171 3.907 -0.616  -1.051
H 4.045 3.792 -1.691  0.251
H 4.448 2.940 -0.207  0.266
H 4.987 4.604 -0.442  0.361
H 3.056 4.657 1.067  0.297
H 2.601 5.360 -0.483  0.336
H 1.721 2.998 -1.102  0.228
H 0.777 3.953 0.045  0.387
H 1.754 2.736 1.942  0.260
H 2.778 1.785 0.853  0.281
H -4.090 -0.431 0.760  0.293
H -5.370 1.587 1.390  0.365
H -4.179 2.501 0.433  0.356
H -6.217 2.256 -0.874  0.380
H -4.944 1.292 -1.624  0.267
H -7.095 0.185 0.241  0.274
H -5.881 -0.770 -0.617  0.230
H -8.042 -0.848 -1.809  0.368
H -8.055 0.911 -1.943  0.341
H -6.832 -0.029 -2.796  0.338

***

(2)
2 unconnected molecules or ions with the total composition C3H6ClOP. Source: the OMol25 dataset; level of theory: ωB97M-V/def2-TZVPD.

The value obtained for the HOMO-LUMO gap is 9.191 eV. As for the charge: 0. The SMILES is O=PCl.C=CC. As for the energy: -994.67505 Eh. As for the energy above the lowest of the compared OMol25 structures with the same formula, charge and spin: 19.9 kcal per mole.

Each line ends with the Mulliken charge.
CARTESIAN COORDINATES (ANGSTROEM)
C -1.530 0.235 0.935  -0.854
C -1.196 -0.505 -0.272  0.287
C -0.272 -0.149 -1.061  -1.189
O 2.929 1.429 0.282  -0.366
P 2.739 0.081 0.791  0.548
Cl 3.664 -1.124 -0.539  -0.184
H -2.436 0.772 0.682  0.247
H -0.630 0.953 0.993  0.233
H -1.636 -1.490 -0.594  0.265
H -0.157 -0.596 -1.968  0.278
H 0.290 0.758 -1.039  0.444
H -1.764 -0.362 1.791  0.292

***

(3)
C8H11BO3 in the gas phase. Source: the OMol25 dataset; level of theory: ωB97M-V/def2-TZVPD.

The value obtained for the HOMO-LUMO gap is 8.829 eV. As for the charge: 0. The SMILES is C=C/C=C\C=C(/B(O)O)C(C)=O. As for the energy: -561.98411 Eh. As for the energy above the lowest of the compared OMol25 structures with the same formula, charge and spin: 10.8 kcal per mole.

Each line ends with the Mulliken charge.
CARTESIAN COORDINATES (ANGSTROEM)
B -0.575 -1.379 -1.095  0.747
C 0.543 -0.945 2.019  -0.277
C -0.703 -0.714 1.831  -0.780
C 1.678 -0.203 1.471  -0.108
C -1.192 0.266 0.868  -0.756
C -1.427 1.130 -1.400  0.445
C 1.748 1.082 1.173  -0.733
C -1.089 0.032 -0.390  0.214
C -0.063 1.773 -1.767  -0.870
O -2.500 1.543 -1.670  -0.562
O -1.407 -2.388 -0.950  -0.547
O 0.660 -1.325 -1.501  -0.542
H 0.984 -1.638 2.675  0.468
H -1.444 -1.149 2.439  0.439
H 2.546 -0.843 1.284  0.339
H -1.392 1.185 1.402  0.546
H 2.738 1.535 0.834  0.207
H 0.865 1.719 1.227  0.308
H -0.211 2.270 -2.778  0.329
H 0.612 0.940 -1.654  0.323
H 0.095 2.353 -0.833  0.174
H -1.669 -3.070 -1.608  0.323
H 1.202 -2.175 -1.576  0.314

***

(4)
A molecular structure, C13H26BeCl5NO5. Source: the OMol25 dataset; level of theory: ωB97M-V/def2-TZVPD.

The value obtained for the HOMO-LUMO gap (alpha / beta) is 4.805 / 1.960 eV. Its spin multiplicity is 3. As for the charge: +2. As for the energy: -3256.30289 Eh. The expectation value of S² is 2.319.

Each line ends with the Mulliken charge.
CARTESIAN COORDINATES (ANGSTROEM)
Be -3.996 -5.883 0.263  0.946
Cl -1.418 -3.803 -0.349  1.967
O -0.845 -3.143 -1.448  -0.572
O -1.383 -5.244 -0.307  -0.803
O -0.724 -3.308 0.762  -0.631
O -2.744 -3.369 -0.151  -0.807
C -1.390 0.328 0.079  -1.574
C -0.376 1.155 0.891  1.810
C 0.888 0.518 0.409  -1.425
C 2.101 1.319 0.859  -0.868
C 1.949 2.739 0.341  -1.289
C 0.695 3.445 0.888  1.152
N -0.380 2.617 0.620  0.750
O -1.691 3.211 0.750  -0.190
C 0.920 3.873 2.425  -1.362
C 0.632 4.668 -0.088  -1.657
C -0.481 0.679 2.389  -1.730
H -2.400 0.110 0.426  0.412
H -1.036 -0.657 -0.226  -0.038
H -1.647 0.869 -0.832  0.459
H 0.979 -0.525 0.712  0.613
H 0.859 0.641 -0.674  0.491
H 3.024 0.952 0.411  0.379
H 2.260 1.290 1.937  0.355
H 2.025 2.823 -0.743  0.434
H 2.776 3.311 0.762  0.517
H 0.232 4.675 2.693  0.407
H 0.712 3.138 3.203  0.327
H 1.920 4.278 2.578  0.385
H 0.495 4.316 -1.111  0.437
H -0.242 5.264 0.174  0.453
H 1.482 5.349 -0.065  0.402
H -1.300 1.208 2.876  0.448
H 0.436 0.768 2.973  0.395
H -0.598 -0.404 2.432  0.414
Cl 3.039 -3.599 2.112  -0.019
C 2.362 -4.395 0.610  -0.221
C 2.280 -3.430 -0.574  0.386
Cl 3.802 -2.671 -1.050  0.184
H 1.360 -4.723 0.887  0.197
H 2.801 -5.339 0.288  0.436
H 1.604 -2.655 -0.213  -0.401
H 1.839 -3.801 -1.499  0.394
Cl -4.409 -1.214 -4.335  -0.169
C -3.212 -1.162 -3.033  -0.206
C -1.867 -0.619 -3.396  0.081
Cl -1.971 1.079 -3.936  -0.181
H -3.129 -2.219 -2.781  0.086
H -3.733 -0.707 -2.190  0.250
H -1.291 -1.041 -4.220  0.416
H -1.211 -0.710 -2.530  -0.238

***

(5)
A molecular structure, C29H25F3N2O10P2RuTe. Source: the OMol25 dataset; level of theory: ωB97M-V/def2-TZVPD.

The value obtained for the HOMO-LUMO gap (alpha / beta) is 4.788 / 6.257 eV. Its spin multiplicity is 6. As for the charge: -1. As for the energy: -3327.51576 Eh. As for the energy above the lowest of the compared OMol25 structures with the same formula, charge and spin: 39.0 kcal per mole. The expectation value of S² is 8.784.

Each line ends with the Mulliken charge.
CARTESIAN COORDINATES (ANGSTROEM)
Ru -0.126 -0.171 1.502  1.435
O -2.251 -2.090 -1.552  -0.849
C -1.997 -1.329 -0.594  0.476
O -0.933 -0.540 -0.620  -0.532
C -2.734 -1.321 0.635  0.071
C -3.956 -1.991 0.823  -0.693
C -4.600 -1.939 2.024  -0.336
C -4.003 -1.192 3.100  -0.865
C -2.802 -0.591 2.886  -0.486
N -2.149 -0.641 1.702  0.141
H -4.358 -2.533 -0.022  0.457
H -5.544 -2.448 2.167  0.399
H -4.483 -1.100 4.064  0.390
H -2.312 -0.024 3.670  0.490
O 1.160 -0.707 4.835  -0.558
P 2.203 -0.567 3.640  0.549
O 3.532 -0.197 4.122  -0.791
O 1.567 0.343 2.552  -0.427
O 2.203 -2.061 2.987  -0.358
P 1.008 -2.993 2.459  0.312
O -0.070 -2.897 3.679  -0.572
O 1.438 -4.383 2.256  -0.789
O 0.336 -2.236 1.311  0.426
H 0.471 -1.367 4.659  0.447
H -0.068 -3.728 4.166  0.262
F -3.743 8.530 2.776  -0.259
C -3.217 8.182 1.582  0.822
F -4.178 8.380 0.662  -0.290
F -2.243 9.083 1.328  -0.261
C -2.697 6.775 1.582  0.393
C -3.201 5.825 0.710  -0.518
C -2.695 4.533 0.727  -0.553
C -1.681 4.177 1.617  0.348
C -1.188 5.146 2.498  -0.572
C -1.691 6.434 2.478  -0.814
C -1.160 2.841 1.620  0.528
C -0.740 1.704 1.582  -0.977
H -3.987 6.088 0.016  0.431
H -3.081 3.782 0.051  0.498
H -0.408 4.871 3.195  0.485
H -1.303 7.177 3.163  0.355
Te 0.450 -2.583 -1.524  0.853
C 0.204 -2.492 -3.613  0.675
C 0.902 -1.634 -4.453  0.024
C 0.654 -1.643 -5.820  -0.693
C -0.298 -2.504 -6.348  -0.431
C -1.013 -3.346 -5.507  -0.656
C -0.772 -3.333 -4.140  -0.456
C 2.509 -3.093 -1.602  0.670
C 3.486 -2.345 -2.251  -0.056
C 4.808 -2.758 -2.231  -0.732
C 5.164 -3.913 -1.543  -0.441
C 4.200 -4.641 -0.865  -0.664
C 2.871 -4.231 -0.887  -0.423
H 1.640 -0.953 -4.058  -0.087
H 1.200 -0.969 -6.468  0.397
H -0.491 -2.510 -7.414  0.365
H -1.770 -4.006 -5.911  0.377
H -1.360 -3.961 -3.483  0.357
H 3.226 -1.430 -2.764  0.081
H 5.563 -2.171 -2.738  0.395
H 6.199 -4.231 -1.520  0.372
H 4.476 -5.521 -0.298  0.399
H 2.134 -4.781 -0.310  0.299
C 2.423 1.655 -1.801  -1.102
C 2.227 1.075 -0.423  0.588
N 2.592 1.846 0.608  -0.183
O 1.744 -0.043 -0.253  -0.379
H 3.446 2.010 -1.938  0.407
H 1.742 2.497 -1.939  0.369
H 2.190 0.901 -2.544  -0.041
H 2.906 2.786 0.456  0.157
H 2.429 1.494 1.548  0.340

***

(6)
A molecular structure, C2H6OP2S3. Source: the OMol25 dataset; level of theory: ωB97M-V/def2-TZVPD.

The value obtained for the HOMO-LUMO gap is 6.491 eV. As for the charge: 0. As for the energy: -2032.35247 Eh. As for the energy above the lowest of the compared OMol25 structures with the same formula, charge and spin: 20.6 kcal per mole.

Each line ends with the Mulliken charge.
CARTESIAN COORDINATES (ANGSTROEM)
C 0.455 -0.599 1.039  -0.816
C -1.427 0.775 -0.747  -0.938
O 0.292 -1.209 -1.563  -0.641
P -0.719 -0.898 -0.493  0.706
P 1.981 -0.434 0.103  0.660
S -2.057 -2.263 -0.066  -0.443
S 2.732 1.218 -0.534  -0.227
S 2.989 -2.239 0.125  -0.180
H 0.205 0.280 1.632  0.351
H 0.473 -1.499 1.651  0.415
H -1.990 0.725 -1.678  0.307
H -2.098 1.040 0.066  0.318
H -0.628 1.507 -0.849  0.290
H 3.946 -1.846 -0.719  0.198